{"formula": "C4H22NO9", "method": "the ωB97M-V functional and the def2-TZVPD basis", "elements": ["N", "H", "H", "H", "H", "C", "O", "O", "O", "O", "H", "H", "O", "H", "H", "O", "H", "H", "O", "H", "H", "O", "H", "H", "C", "C", "C", "O", "H", "H", "H", "H", "H", "H", "H", "H"], "positions_angstrom": [[1.00644, 0.76745, -1.01072], [0.48346, -0.15274, -0.86164], [1.24476, 1.23821, -0.12465], [0.43723, 1.36412, -1.63930], [1.87390, 0.53631, -1.49136], [-0.15461, -2.56320, -0.31394], [-1.18673, -3.13630, 0.19568], [1.02108, -3.07932, -0.08182], [-0.25547, -1.47419, -1.02388], [-0.42466, 2.36849, -2.76872], [-0.16434, 1.96365, -3.60796], [-1.37389, 2.20047, -2.70295], [1.68706, 2.09333, 1.33009], [1.57173, 1.48345, 2.06980], [2.08623, 2.87993, 1.71508], [1.08400, -1.55650, -3.55210], [2.00633, -1.41539, -3.28815], [0.60033, -1.61882, -2.69437], [2.67896, -1.22563, 1.60506], [1.96120, -1.72827, 1.15452], [2.26826, -0.89836, 2.40966], [3.50901, -0.49314, -2.47735], [4.06579, -0.89215, -1.79309], [4.11546, -0.27146, -3.19306], [-2.95885, 0.71920, 3.12766], [-2.68033, -0.12374, 1.88046], [-2.15079, 0.72935, 0.72248], [-1.73559, -1.14341, 2.12933], [-2.08032, 1.26770, 3.47660], [-3.33300, 0.08676, 3.93040], [-3.66133, 1.50787, 2.84855], [-3.60283, -0.56013, 1.47466], [-1.20958, 1.21619, 0.98263], [-2.93112, 1.46088, 0.45818], [-2.04675, 0.16976, -0.20925], [-1.75106, -1.72035, 1.32346]], "fmax_ev_per_a": 3.00, "orbital_gap_ev": 4.851, "e_tot_ev": -24424.3938, "homo_energy_ha": -0.0978, "charge": -1}

***

{"formula": "C25H40B3FO17", "method": "the ωB97M-V functional and the def2-TZVPD basis", "elements": ["C", "C", "C", "O", "O", "C", "C", "C", "C", "C", "C", "B", "O", "B", "O", "B", "F", "O", "H", "H", "H", "H", "H", "H", "H", "H", "H", "H", "H", "H", "H", "H", "H", "H", "C", "C", "C", "O", "C", "O", "O", "H", "H", "H", "H", "H", "H", "C", "C", "C", "O", "C", "O", "O", "H", "H", "H", "H", "H", "H", "C", "C", "C", "O", "C", "O", "O", "H", "H", "H", "H", "H", "H", "C", "C", "C", "O", "C", "O", "O", "H", "H", "H", "H", "H", "H"], "positions_angstrom": [[-6.09417, -1.48256, -5.66427], [-5.76197, -0.17267, -5.49695], [-4.36495, 0.34536, -5.58514], [-4.10965, 1.39747, -5.09140], [-3.49279, -0.47417, -6.18786], [-2.17460, 0.07950, -6.29468], [-1.40730, 0.07026, -4.95957], [-0.45727, -1.17370, -4.86456], [-0.45429, -1.85603, -3.47491], [0.61181, -1.33917, -2.50002], [0.49944, 0.17693, -2.16418], [-0.32673, 0.48633, -0.86082], [-0.45025, -0.39448, 0.20480], [-1.32259, 0.08971, 1.17379], [-2.52970, 0.71269, 0.82715], [-2.29517, 1.48772, -0.28940], [-3.34075, 2.00799, -0.90330], [-1.01052, 1.71509, -0.70775], [-6.00030, -1.98867, -6.62718], [-6.50677, -2.04963, -4.82539], [-6.52278, 0.56718, -5.24743], [-2.23119, 1.08728, -6.72179], [-1.59443, -0.51584, -7.00584], [-0.77465, 0.96515, -4.90015], [-2.05734, 0.09499, -4.07971], [0.55215, -0.89147, -5.18636], [-0.84987, -1.90859, -5.58083], [-0.21597, -2.91560, -3.65632], [-1.47317, -1.85074, -3.06509], [1.62801, -1.54618, -2.84821], [0.47235, -1.88482, -1.55664], [1.52723, 0.55090, -2.02457], [0.06773, 0.79047, -2.96288], [-1.07235, 0.02149, 2.31843], [-4.31154, -3.35358, 5.86946], [-3.76376, -2.19084, 5.07650], [-3.44541, -2.52113, 3.64083], [-2.38925, -1.60012, 3.34264], [-1.75875, -1.32792, 4.51852], [-0.71305, -0.76899, 4.60608], [-2.47940, -1.78341, 5.57297], [-3.55222, -4.12610, 5.99955], [-4.60451, -3.02781, 6.86776], [-5.18302, -3.78734, 5.37829], [-4.43984, -1.33422, 5.14567], [-4.29262, -2.36336, 2.97638], [-3.06897, -3.53825, 3.50457], [-3.40430, 4.89892, -1.46424], [-4.59342, 5.73045, -1.04748], [-4.96658, 6.80940, -2.03188], [-5.56145, 7.79990, -1.18758], [-5.00514, 7.66001, 0.04643], [-5.11642, 8.44762, 0.92777], [-4.30329, 6.49867, 0.13074], [-2.49250, 5.49969, -1.46525], [-3.24675, 4.09234, -0.76164], [-3.55077, 4.46948, -2.45582], [-5.44735, 5.08328, -0.82690], [-5.67570, 6.46610, -2.78256], [-4.10183, 7.25239, -2.53284], [2.00616, -1.41246, 4.54748], [3.40840, -1.85764, 4.20648], [4.35901, -0.72460, 3.91774], [5.29051, -1.33339, 3.01375], [4.62575, -2.33057, 2.36904], [5.03912, -2.89632, 1.40774], [3.43705, -2.58490, 2.96551], [1.52316, -0.95512, 3.68590], [1.39536, -2.26779, 4.83166], [2.00735, -0.70154, 5.37344], [3.79964, -2.51315, 4.99018], [4.86610, -0.36464, 4.81075], [3.88449, 0.11983, 3.41174], [8.37474, -1.93268, 0.15122], [9.03971, -1.99490, 1.50495], [8.71659, -0.82874, 2.40233], [9.88598, -0.74273, 3.22442], [10.92176, -1.24487, 2.49895], [12.06660, -1.13493, 2.79538], [10.46823, -1.88556, 1.38913], [8.77220, -1.10358, -0.43713], [8.57475, -2.84449, -0.41235], [7.29490, -1.81884, 0.25128], [8.81118, -2.94650, 1.99296], [7.82977, -1.00182, 3.00724], [8.60206, 0.11461, 1.86130]], "fmax_ev_per_a": 2.73, "orbital_gap_ev": 8.349, "e_tot_ev": -66135.2160, "homo_energy_ha": -0.3308}

***

{"formula": "C3H6O3", "method": "the ωB97M-V functional and the def2-TZVPD basis", "elements": ["C", "C", "O", "H", "H", "H", "H", "O", "C", "O", "H", "H"], "positions_angstrom": [[1.38647, -1.04066, 0.71698], [0.27056, -1.72041, 0.31091], [-0.95114, -1.32982, 0.59499], [2.27695, -1.29163, 0.13291], [1.62945, -0.37966, 1.54051], [0.33049, -2.64076, -0.26817], [-1.15793, -0.42587, 0.21981], [-1.86610, 0.98780, -0.66001], [-0.93568, 1.63657, -1.04417], [-0.02936, 2.18967, -0.20130], [-0.53524, 1.88000, -2.03083], [-0.41848, 2.13476, 0.68837]], "fmax_ev_per_a": 2.76, "orbital_gap_ev": [10.465, 6.892], "e_tot_ev": -9340.3613, "homo_energy_ha": [-0.5815, -0.5814], "multiplicity": 2, "charge": 1}

***

{"formula": "C4H13N2", "method": "the ωB97M-V functional and the def2-TZVPD basis", "elements": ["C", "C", "N", "C", "C", "N", "H", "H", "H", "H", "H", "H", "H", "H", "H", "H", "H", "H", "H"], "positions_angstrom": [[2.46575, 0.34060, -0.68757], [1.00994, 0.67561, -0.47938], [0.45634, -0.10399, 0.66740], [-0.91865, 0.29986, 1.14118], [-1.93309, -0.00308, 0.04726], [-1.58536, -1.31644, -0.54828], [2.97603, 1.18205, -1.15345], [2.96242, 0.07896, 0.24446], [2.61058, -0.51827, -1.33688], [0.86099, 1.71948, -0.23181], [0.40232, 0.41006, -1.33695], [0.37863, -1.10922, 0.46644], [1.10368, -0.01575, 1.44859], [-1.12546, -0.29615, 2.03480], [-0.81025, 1.34058, 1.46348], [-1.87586, 0.76378, -0.72282], [-2.93626, -0.00397, 0.46847], [-2.00162, -1.39391, -1.46893], [-2.04012, -2.05019, -0.01601]], "fmax_ev_per_a": 0.87, "orbital_gap_ev": 11.464, "e_tot_ev": -7332.8636, "homo_energy_ha": -0.5299, "smiles": "CC[NH2+]CCN", "charge": 1}

***

Copy entry 4 word for word.
{"formula": "C4H13N2", "method": "the ωB97M-V functional and the def2-TZVPD basis", "elements": ["C", "C", "N", "C", "C", "N", "H", "H", "H", "H", "H", "H", "H", "H", "H", "H", "H", "H", "H"], "positions_angstrom": [[2.46575, 0.34060, -0.68757], [1.00994, 0.67561, -0.47938], [0.45634, -0.10399, 0.66740], [-0.91865, 0.29986, 1.14118], [-1.93309, -0.00308, 0.04726], [-1.58536, -1.31644, -0.54828], [2.97603, 1.18205, -1.15345], [2.96242, 0.07896, 0.24446], [2.61058, -0.51827, -1.33688], [0.86099, 1.71948, -0.23181], [0.40232, 0.41006, -1.33695], [0.37863, -1.10922, 0.46644], [1.10368, -0.01575, 1.44859], [-1.12546, -0.29615, 2.03480], [-0.81025, 1.34058, 1.46348], [-1.87586, 0.76378, -0.72282], [-2.93626, -0.00397, 0.46847], [-2.00162, -1.39391, -1.46893], [-2.04012, -2.05019, -0.01601]], "fmax_ev_per_a": 0.87, "orbital_gap_ev": 11.464, "e_tot_ev": -7332.8636, "homo_energy_ha": -0.5299, "smiles": "CC[NH2+]CCN", "charge": 1}

***

What is the formula in the first record? C4H22NO9

***

Number 1 is which compound? C4H22NO9